Entry 1:
Below is a molecular structure, C7H17AlF4NO2, with properties calculated with ωB97M-V/def2-TZVPD.

Values from the calculation:
**Energy above the lowest of the compared OMol25 structures with the same formula, charge and spin**: 0.0 kcal/mol
**Calculated total energy**: -30597.2593 eV
**Charge**: -1
**Orbital gap**: 0.3525 Ha

Each line ends with the natural charge from an NBO analysis.
Cartesian coordinates (Å):
Al (0.21245, 3.44540, 0.38349)  2.1518
F (-0.68864, 4.57971, -0.47902)  -0.7837
F (1.54167, 4.18617, 1.10386)  -0.7816
F (0.74138, 2.23386, -0.68603)  -0.7893
F (-0.76423, 2.71994, 1.55563)  -0.7838
O (1.86794, -0.34184, 2.33066)  -0.7271
O (-2.52034, -0.23539, -1.50345)  -0.5568
N (-1.32038, -1.69967, 1.33031)  -0.8556
C (2.28848, -0.13683, 0.97359)  -0.0824
C (1.10827, -2.08425, -0.28939)  -0.4011
C (-2.10359, 0.74542, -2.43558)  -0.2498
C (2.42019, -1.44140, 0.21917)  -0.4242
C (-0.02173, -1.14130, -0.70229)  -0.4216
C (-2.17761, 0.09204, -0.16212)  -0.0661
C (-0.92204, -0.60510, 0.40147)  -0.0935
H (0.41254, -0.29509, -1.23932)  0.2217
H (-2.60129, 1.70206, -2.24948)  0.1699
H (1.89681, -1.28926, 2.50873)  0.4506
H (2.91880, -2.13951, 0.90283)  0.1799
H (-3.04592, -0.17460, 0.44294)  0.1653
H (-2.38330, 0.39489, -3.42641)  0.1725
H (3.26098, 0.36352, 0.99866)  0.1592
H (-0.39343, 0.16007, 0.97057)  0.2129
H (-0.64845, -1.66466, -1.42253)  0.2165
H (-0.63936, -1.74898, 2.07897)  0.3525
H (0.75207, -2.82773, 0.42170)  0.2012
H (1.36204, -2.65248, -1.18629)  0.1973
H (-2.21009, -1.47211, 1.75466)  0.3506
H (3.12032, -1.30636, -0.60480)  0.2062
H (-2.04270, 1.17074, -0.06890)  0.2038
H (-1.02716, 0.91854, -2.39721)  0.1869
H (1.60631, 0.54421, 0.47560)  0.2183

Entry 2:
Below is a molecular structure, C6H17GeILuO3SSbSe5 in a non-equilibrium geometry, with properties calculated with ωB97M-V/def2-TZVPD.

Values from the calculation:
**Energy above the lowest of the compared OMol25 structures with the same formula, charge and spin**: 22.4 kcal/mol
**Calculated total energy**: -454988.3429 eV
**Charge**: -2
**Orbital gap**: 0.1358 Ha

Each line ends with the natural charge from an NBO analysis.
Cartesian coordinates (Å):
Lu (2.99568, -3.63126, -0.29597)  1.4280
I (2.23479, -0.86343, -0.56435)  -0.5943
Sb (5.68872, -5.21038, -0.87353)  0.9465
Se (5.68622, -3.15627, 0.57394)  -0.6908
Se (-2.88624, 0.63506, -0.57854)  0.3043
Se (3.62169, -5.46573, -2.36644)  -0.7158
Se (7.69883, -5.25503, -2.25005)  -0.8406
Se (6.31532, -7.03707, 0.50989)  -0.8102
Ge (-0.99220, 3.59141, -0.06789)  1.6040
S (0.90735, -4.46146, 1.36312)  2.3280
O (2.22422, -3.90117, 1.83223)  -1.0061
O (0.66647, -5.87641, 1.68782)  -0.9063
O (0.92236, -4.12477, -0.08255)  -1.0158
C (-1.16505, 5.32286, -0.93636)  -1.1126
C (-2.61052, 2.57009, -0.87684)  -1.0336
C (0.78006, 2.78066, -0.33567)  -1.1256
C (-4.38782, 0.35655, -1.80219)  -0.8099
C (-0.30203, -3.33539, 2.27675)  -0.8459
C (-1.36089, 3.72041, 1.93582)  -1.0569
H (-0.99008, -2.88744, 1.56889)  0.2409
H (-0.99191, -4.00477, 2.84992)  0.2293
H (1.13750, 2.29713, 0.57726)  0.2520
H (0.97473, 2.02472, -1.16047)  0.2808
H (-5.27772, 0.68579, -1.21801)  0.2097
H (-1.10918, 2.71732, 2.39377)  0.2395
H (-4.46320, -0.71920, -2.07529)  0.2314
H (1.58228, 3.52363, -0.59851)  0.2332
H (-2.22241, 5.50425, -1.22894)  0.2273
H (-2.58899, 2.87478, -1.94087)  0.2172
H (-0.78286, 6.18497, -0.42345)  0.2303
H (-4.29894, 0.88658, -2.78169)  0.2194
H (-3.54260, 3.09486, -0.40409)  0.2123
H (-0.61321, 4.43017, 2.23907)  0.2167
H (-2.39608, 4.02361, 2.09971)  0.2218
H (0.23567, -2.62935, 2.92963)  0.2561
H (-0.68998, 5.33431, -1.97613)  0.2356

Entry 3:
Below is a molecular structure, C21H21BF5IrN9O5STe, with properties calculated with ωB97M-V/def2-TZVPD.

Values from the calculation:
**<S²>**: 8.77
**Energy above the lowest of the compared OMol25 structures with the same formula, charge and spin**: 19.4 kcal/mol
**2S+1**: 6
**Calculated total energy**: -80995.0450 eV
**Orbital gap (alpha / beta)**: 0.2921 / 0.2755 Ha

Each line ends with the Mulliken charge.
Cartesian coordinates (Å):
Ir (-1.50694, -0.59573, 0.90944)  3.1655
Te (-1.35015, -4.38050, 1.47331)  2.0870
S (0.21089, -1.68629, -1.87195)  1.5604
F (-3.16656, -4.55622, 1.83060)  -0.4073
F (-1.28387, -6.20975, 1.21283)  -0.3666
F (-1.08569, -4.68347, 3.28855)  -0.4034
F (0.50979, -4.45434, 1.31806)  -0.4425
F (-1.81547, -4.29952, -0.33372)  -0.4486
O (-1.32453, -2.57108, 1.62166)  -1.1637
O (-3.18778, 0.01727, -0.13940)  -0.7888
O (0.40820, -3.10284, -1.86858)  -0.8160
O (-4.38706, -0.10085, -2.01445)  -0.6723
O (1.37571, -0.94942, -1.13456)  -0.2650
N (2.74655, 2.49973, 3.39840)  -1.0378
N (0.78366, -0.54514, 1.13857)  -0.3389
N (1.47504, 0.38268, 1.78695)  0.4900
N (-1.07395, -1.07787, -1.28334)  -0.0592
N (-0.97528, 1.62983, 0.60847)  -0.9367
N (-0.16420, 2.23788, 1.49737)  0.8784
N (1.39939, 2.37955, 3.43606)  0.7671
N (-1.48928, 0.00610, 3.03528)  -1.1130
N (-0.37633, 0.63847, 3.48572)  1.0737
C (1.88641, 4.03644, 4.80896)  -0.9787
C (-3.40994, -0.39673, -1.37262)  0.3653
C (0.86048, 3.30013, 4.27603)  -0.4914
C (-0.79791, 3.78035, 0.04603)  -1.3185
C (0.74671, 0.32178, -7.52469)  -1.4637
C (-1.37700, 2.54628, -0.26124)  -0.1583
C (0.62602, -0.16674, -6.10879)  1.0217
C (-2.03224, -0.62402, 4.07347)  -0.2423
C (0.62416, 0.72910, -5.04061)  -0.9063
C (0.43379, -1.08209, -3.50163)  -0.3618
C (-0.03096, 3.53662, 1.16613)  -0.0452
C (0.52429, -1.53007, -5.84291)  -0.7173
C (3.04257, 3.48753, 4.22262)  -0.3056
C (-1.27876, -0.40169, 5.22220)  -1.0838
C (0.51955, 0.28363, -3.73533)  -0.6096
C (1.67450, -1.27959, 0.30003)  -0.0611
C (-2.34470, -1.31857, -1.97262)  -0.3345
C (0.43098, -1.99876, -4.54325)  -0.2959
C (-0.23532, 0.39729, 4.80044)  -0.1386
C (3.01714, -0.73514, 0.62132)  -1.2319
C (2.83231, 0.26578, 1.49403)  -0.2223
B (0.60793, 1.42230, 2.56799)  -0.1264
H (-2.92325, -1.21434, 3.93425)  0.5067
H (0.51764, -2.23587, -6.66437)  0.4005
H (-0.20551, 3.35890, 4.42689)  0.5667
H (0.59608, 4.19291, 1.74583)  0.4006
H (0.61631, 1.40086, -7.58524)  0.3499
H (4.07286, 3.76973, 4.36948)  0.4424
H (0.00200, -0.15127, -8.16493)  0.3706
H (1.73010, 0.07745, -7.93049)  0.3171
H (0.36196, -3.05656, -4.33009)  0.5228
H (-1.45954, -0.77291, 6.21473)  0.4397
H (-2.27979, -1.08801, -3.03753)  0.3499
H (1.81524, 4.84450, 5.51545)  0.4493
H (0.59210, 0.81194, 5.35069)  0.4978
H (0.50328, 0.98079, -2.90753)  0.4944
H (3.52202, 0.93802, 1.97111)  0.5210
H (0.69802, 1.79146, -5.23667)  0.3257
H (-0.92624, 4.71623, -0.46781)  0.4355
H (3.94366, -1.08558, 0.20200)  0.5146
H (-2.07179, 2.27963, -1.04086)  0.5135
H (1.54062, -2.35927, 0.40079)  0.2835
H (-2.68792, -2.35093, -1.85647)  0.2419